[1]
The following is a quantum chemistry calculation of C26H32FN3O4 in the gas phase, from OMol25.

Element x y z (Å)
C1 -5.56 -2.33 0.23
C2 -4.35 -1.40 0.17
C3 -4.48 -0.38 -0.96
N1 -3.11 -2.17 0.08
C4 -2.19 -2.25 1.06
O1 -1.24 -3.01 1.04
C5 -2.35 -1.34 2.29
O2 -2.56 0.04 2.00
C6 -1.64 0.61 1.21
O3 -0.66 0.03 0.80
C7 -1.95 2.03 0.90
C8 -2.65 2.84 1.79
C9 -2.87 4.17 1.47
C10 -2.41 4.68 0.27
C11 -1.72 3.87 -0.62
C12 -1.48 2.55 -0.31
C13 -0.88 1.61 -1.32
O4 -1.61 0.97 -2.05
N2 0.47 1.58 -1.39
C14 1.30 2.18 -0.37
C15 2.78 1.98 -0.71
N3 3.09 0.57 -0.81
C16 4.24 0.04 -0.29
C17 4.33 -1.32 0.04
C18 5.49 -1.87 0.54
C19 6.59 -1.05 0.73
F1 7.74 -1.58 1.23
C20 6.55 0.29 0.42
C21 5.38 0.83 -0.09
C22 2.02 -0.28 -1.29
C23 1.10 0.55 -2.19
C24 -2.90 -2.94 -1.15
C25 -1.62 -2.48 -1.85
C26 -2.89 -4.44 -0.88
H1 -6.46 -1.74 0.39
H2 -5.46 -3.04 1.05
H3 -5.68 -2.88 -0.69
H4 -4.32 -0.84 1.11
H5 -5.23 0.37 -0.70
H6 -3.53 0.13 -1.14
H7 -4.79 -0.85 -1.89
H8 -3.20 -1.65 2.91
H9 -1.42 -1.45 2.87
H10 -3.00 2.43 2.72
H11 -3.41 4.80 2.16
H12 -2.59 5.72 0.03
H13 -1.38 4.27 -1.57
H14 1.09 3.25 -0.29
H15 1.09 1.70 0.60
H16 3.37 2.42 0.10
H17 3.02 2.51 -1.64
H18 3.47 -1.96 -0.07
H19 5.55 -2.91 0.80
H20 7.42 0.91 0.56
H21 5.37 1.87 -0.36
H22 1.42 -0.69 -0.47
H23 2.45 -1.10 -1.87
H24 1.67 1.01 -3.00
H25 0.32 -0.07 -2.61
H26 -3.74 -2.71 -1.80
H27 -1.66 -1.41 -2.04
H28 -0.76 -2.70 -1.24
H29 -1.52 -3.00 -2.80
H30 -3.80 -4.75 -0.37
H31 -2.03 -4.71 -0.27
H32 -2.82 -4.98 -1.83

Calculated values
LUMO level = 0.009 Eh
gap between HOMO and LUMO = 7.74 eV
relative energy (zero: lowest compared OMol25 entry of this formula, charge and spin) = 0.000 eV
SMILES string = CC(C)N(C(=O)COC(=O)c1ccccc1C(=O)N1CCN(c2ccc(F)cc2)CC1)C(C)C

natural (NBO) atomic charge list, values in e, 2 entries: number 1, C, carries -0.617; number 2, C, carries -0.033


[2]
The following is a quantum chemistry calculation of C26H32N2O3 in the gas phase, from OMol25.

Element x y z (Å)
C1 8.05 -0.06 0.89
O1 6.71 -0.44 1.01
C2 5.91 -0.38 -0.09
C3 6.33 0.02 -1.34
C4 5.45 0.05 -2.41
C5 4.13 -0.32 -2.23
C6 3.70 -0.72 -0.98
C7 4.56 -0.77 0.10
C8 4.12 -1.18 1.43
C9 3.09 -1.97 1.70
C10 2.63 -2.31 3.09
N1 1.45 -1.62 3.57
C11 1.58 -0.19 3.80
C12 1.33 0.68 2.56
C13 -0.04 0.36 1.96
O2 -0.16 1.14 0.78
C14 -1.37 1.34 0.20
C15 -2.59 0.90 0.69
C16 -3.76 1.17 -0.01
C17 -3.73 1.89 -1.20
C18 -4.97 2.25 -1.94
O3 -5.21 3.39 -2.29
N2 -5.83 1.24 -2.20
C19 -5.57 -0.19 -2.11
C20 -6.33 -0.76 -3.31
C21 -7.57 0.13 -3.35
C22 -7.03 1.51 -2.99
C23 -2.50 2.35 -1.67
C24 -1.34 2.07 -0.99
C25 -0.12 -1.14 1.66
C26 0.19 -1.94 2.93
H1 8.15 0.99 0.58
H2 8.49 -0.18 1.88
H3 8.60 -0.69 0.18
H4 7.36 0.32 -1.51
H5 5.80 0.37 -3.38
H6 3.44 -0.28 -3.06
H7 2.66 -0.99 -0.84
H8 4.73 -0.80 2.25
H9 2.52 -2.41 0.89
H10 2.42 -3.38 3.16
H11 3.43 -2.08 3.80
H12 0.84 0.08 4.57
H13 2.57 0.00 4.20
H14 1.38 1.73 2.83
H15 2.09 0.48 1.80
H16 -0.82 0.65 2.68
H17 -2.66 0.35 1.62
H18 -4.70 0.84 0.40
H19 -4.50 -0.39 -2.15
H20 -5.97 -0.59 -1.18
H21 -6.56 -1.82 -3.18
H22 -5.75 -0.63 -4.22
H23 -8.06 0.12 -4.32
H24 -8.29 -0.21 -2.60
H25 -7.73 2.10 -2.40
H26 -6.75 2.09 -3.87
H27 -2.48 2.94 -2.58
H28 -0.38 2.42 -1.35
H29 -1.12 -1.40 1.30
H30 0.60 -1.37 0.88
H31 -0.60 -1.75 3.67
H32 0.18 -3.01 2.71

Calculated values
LUMO level = 0.026 Eh
gap between HOMO and LUMO = 8.77 eV
relative energy (zero: lowest compared OMol25 entry of this formula, charge and spin) = 0.813 eV
SMILES string = COc1ccccc1/C=C/CN1CCC(Oc2ccc(C(=O)N3CCCC3)cc2)CC1

natural (NBO) atomic charge list, values in e, 2 entries: number 1, C, carries -0.251; number 2, O, carries -0.513


Values of E_HOMO, in order: -7.484; -8.051, all in eV.